Version a
24
Properties=species:S:1:pos:R:3 method="wB97M-V/def2-TZVPD" homo_lumo_gap_ev=9.45 e_lumo_ev=0.9 mol_weight_g_mol=142.20
C -0.980 -0.262 1.255
C -0.624 -0.029 -0.153
C 1.269 0.055 -0.440
C -2.378 -0.112 1.698
C -1.519 0.547 -1.206
C 2.127 0.368 0.740
C 1.699 0.637 -1.682
N 0.994 -1.389 -0.639
N -0.373 -1.587 -0.335
O -0.580 -1.668 1.172
H -0.339 0.252 1.972
H -2.969 -0.978 1.355
H -2.654 0.845 1.372
H -2.546 -0.077 2.784
H -2.617 0.529 -0.836
H -1.550 -0.027 -2.151
H -1.289 1.605 -1.319
H 1.725 -0.349 1.577
H 2.102 1.357 1.181
H 3.130 0.131 0.377
H 1.062 0.332 -2.436
H 2.713 0.239 -2.066
H 1.957 1.685 -1.551
H 1.639 -2.105 -0.669


Version b
24
Properties=species:S:1:pos:R:3 method="wB97M-V/def2-TZVPD" homo_lumo_gap_ev=9.36 e_lumo_ev=0.8 smiles="[H]/N=C(/C)N(C)CC(=O)CC" mol_weight_g_mol=142.20
C 0.231 0.075 1.036
C 2.356 0.973 -0.066
C -1.251 -1.853 0.777
C -3.242 -0.232 -0.433
C 3.424 0.660 -1.105
N -1.095 -0.416 0.744
C 1.156 0.061 -0.186
C -1.948 0.385 0.011
N -1.777 1.604 -0.284
O 0.929 -0.625 -1.146
H -0.898 2.025 -0.003
H 0.175 1.085 1.454
H 0.684 -0.567 1.798
H 2.759 0.904 0.947
H 1.993 1.996 -0.205
H -2.292 -2.117 0.949
H -0.910 -2.321 -0.152
H -0.662 -2.254 1.602
H -3.818 -0.589 0.418
H -3.057 -1.061 -1.113
H -3.811 0.534 -0.950
H 4.241 1.374 -1.041
H 3.820 -0.341 -0.950
H 2.994 0.702 -2.102


Relative energy table, unit eV: version a 5.256; version b 0.000